The following is a DFT calculation (ωB97M-V with the def2-TZVPD basis set) of C5HBrClN as an isolated structure in a non-equilibrium geometry.

ORCA input file:
```
! wB97M-V def2-TZVPD RIJCOSX def2/J DEFGRID3
* xyz 0 1
C 1.714 -0.723 -0.065
C 0.720 -1.551 -0.024
C 1.272 0.543 0.066
C -0.212 0.700 -0.042
C -1.135 -0.273 0.050
N -0.409 -1.997 -0.053
Cl -2.804 -0.531 -0.022
Br -0.974 2.456 -0.043
H 1.829 1.375 0.133
*
```

Lowest unoccupied orbital energy (eV): -0.842
HOMO energy (eV): -9.50

How positive or negative is each atom? The natural (NBO) charges in e answer that: number 1, C, carries -0.22; number 2, C, carries 0.38; number 3, C, carries -0.17; number 4, C, carries -0.21; number 5, C, carries 0.10; number 6, N, carries -0.36; number 7, Cl, carries 0.15; number 8, Br, carries 0.11; number 9, H, carries 0.21

The following is a DFT calculation (ωB97M-V with the def2-TZVPD basis set) of one molecule with the formula C5HNO2 in a non-equilibrium geometry.

ORCA input file:
```
! wB97M-V def2-TZVPD RIJCOSX def2/J DEFGRID3
* xyz 0 1
C -2.070 -0.636 0.119
C -0.975 0.612 -0.194
C 0.388 0.488 -0.183
C 1.613 -0.036 -0.237
C 2.989 -0.090 0.051
H -3.209 -0.268 0.645
N 4.171 -0.145 0.021
O -1.494 -1.701 -0.177
O -1.413 1.778 -0.045
*
```

Lowest unoccupied orbital energy (eV): -2.193
SMILES string: N#CC#CC(=O)C=O
HOMO energy (eV): -10.49

How positive or negative is each atom? The natural (NBO) charges in e answer that: number 1, C, carries 0.36; number 2, C, carries 0.34; number 3, C, carries 0.04; number 4, C, carries 0.00; number 5, C, carries 0.18; number 6, H, carries 0.20; number 7, N, carries -0.20; number 8, O, carries -0.48; number 9, O, carries -0.45

- Which value of HOMO energy does entry 2 give?
  -10.49 eV

- What is the formula in the first record?
  C5HBrClN

- Which value of HOMO energy does entry 2 give?
  -10.49 eV